1.
This record from the OMol25 dataset describes C17H29BrNO2P2Pd as an isolated structure at a distorted geometry. The level of theory is wB97M-V/def2-TZVPD.

```
! wB97M-V def2-TZVPD RIJCOSX def2/J DEFGRID3
* xyz 1 5
C -2.6901 -1.3286 -3.0318
C -1.4688 -1.0740 -2.3014
N -1.5348 -1.2317 -0.9252
C -2.6178 -1.7146 -0.3190
C -3.7821 -2.0809 -1.0236
C -3.8226 -1.8344 -2.3917
C -0.2182 -0.7450 -2.9109
P 1.2132 -0.7154 -1.8217
Pd 0.2390 -0.5649 0.3293
P -1.4830 -0.7483 2.0387
C -2.6495 -1.8928 1.1995
C 1.7769 0.4109 1.4405
C 3.0380 -0.1471 1.3056
C 4.1128 0.4466 2.0031
C 3.9080 1.5775 2.7993
C 2.6443 2.1676 2.8166
C 1.5707 1.6173 2.0940
O -1.6416 3.6104 -4.2747
O 1.1709 4.4859 -0.8406
H -2.7013 -0.9691 -4.0542
H -4.6268 -2.5161 -0.4842
H -4.7330 -2.0578 -2.9585
C 2.0820 -2.2659 -2.2489
C 2.3780 0.5816 -2.3457
H -3.6597 -1.7370 1.6080
H -2.2972 -2.9029 1.4461
H -0.8411 3.0439 -4.2452
H -0.1280 -1.1022 -3.9741
C -0.8076 -1.4707 3.5845
C -2.4340 0.7309 2.5618
H 3.2019 -1.0293 0.6765
H 5.1066 -0.0058 1.9533
H 4.7527 2.0344 3.3367
H 2.4997 3.0917 3.3686
H 0.6006 2.1106 2.0332
H -0.4582 0.9184 0.3819
H 1.4499 4.7508 0.0793
H 0.3250 4.1012 -0.6810
H -2.0315 3.5311 -3.3542
H -0.8625 1.0331 1.0548
H 2.2395 -2.2651 -3.3360
H 3.0379 -2.4258 -1.7369
H 1.4110 -3.0822 -1.9642
H 2.5889 0.5639 -3.4279
H 1.9843 1.5669 -2.0545
H 3.3440 0.4396 -1.8391
H -3.2364 0.4499 3.2555
H -1.7472 1.4527 3.0342
H -2.8654 1.2107 1.6725
H -1.6346 -1.6666 4.3001
H -0.2649 -2.4049 3.3248
H -0.0882 -0.7412 4.0138
Br 0.6504 -3.2074 0.8327
*
```

Properties
Orbital gap (alpha / beta)   6.96 / 5.04 eV
LUMO (alpha / beta)   -0.0914 / -0.2416 Eh
ΔE to the lowest compared entry with this formula, charge and spin   0.448 eV
Largest force on an atom   2.83 eV Å⁻¹

Results of the Löwdin charge analysis, in e, for atoms 1 through 8: 0.01 -0.31 0.00 -0.32 0.00 -0.03 -0.15 0.76

2.
This record from the OMol25 dataset describes C17H29ClN3O5Yb as an isolated structure at a distorted geometry. The level of theory is wB97M-V/def2-TZVPD.

```
! wB97M-V def2-TZVPD RIJCOSX def2/J DEFGRID3
* xyz 2 2
Yb -0.1172 -0.1158 -0.4445
C 2.9756 2.5753 -1.9582
C 2.4742 1.9672 -0.6483
C 3.4710 2.0775 0.5260
O 2.1469 0.5419 -0.9284
C 1.1850 2.7323 -0.3811
O 1.2884 3.9165 -0.0565
O 0.0605 2.0819 -0.6054
H 3.8140 2.0121 -2.3705
H 3.1709 3.6565 -1.7946
H 2.1308 2.6024 -2.7042
H 4.4902 1.6799 0.1703
H 3.1416 1.4871 1.4139
H 3.5660 3.1542 0.8366
H 2.8994 0.0018 -0.6632
N -2.2561 3.0575 -0.4065
C -2.7819 2.3884 0.8014
C -2.9993 0.8779 0.5579
N -2.6026 0.3860 -0.7717
C -2.9510 1.1871 -1.9560
C -3.0051 2.6685 -1.6468
H -1.1468 2.7842 -0.5827
H -2.3015 4.0819 -0.2771
H -3.7508 2.8928 1.1296
H -2.0111 2.5265 1.5633
H -4.0844 0.6611 0.7514
H -2.4176 0.3544 1.3109
H -3.0626 -0.5328 -0.8940
H -3.9443 0.8514 -2.3517
H -2.1606 0.9790 -2.6904
H -4.0732 2.9443 -1.5292
H -2.6179 3.2693 -2.5032
Cl -0.7125 -2.0681 -2.9044
C -0.0532 -3.4637 -1.9927
C -0.9000 -4.5320 -1.7728
C -0.5698 -5.5187 -0.8580
C 0.6559 -5.5918 -0.2147
C 1.5856 -4.6274 -0.4874
C 1.1884 -3.5315 -1.3408
C 2.0283 -2.4071 -1.2961
H -1.8445 -4.5533 -2.3369
H -1.3351 -6.2820 -0.6459
H 0.8360 -6.3880 0.4964
H 2.5761 -4.5925 -0.0083
H 2.3487 -1.8287 -2.1887
H 2.7642 -2.4863 -0.5068
N 0.6715 0.2366 4.4035
C 0.0950 -0.9969 3.7324
C -0.0184 -0.6427 2.2141
O 0.0137 -1.5921 1.3832
O -0.1202 0.5932 1.8919
H 0.2205 0.5179 5.2887
H 0.5240 0.9540 3.6272
H 1.6846 0.1504 4.5692
H -0.8919 -1.2204 4.1793
H 0.7225 -1.8772 3.8704
*
```

Properties
Orbital gap (alpha / beta)   7.16 / 6.58 eV
LUMO (alpha / beta)   -0.2018 / -0.2231 Eh
ΔE to the lowest compared entry with this formula, charge and spin   0.000 eV
Largest force on an atom   2.01 eV Å⁻¹

Results of the Löwdin charge analysis, in e, for atoms 1 through 8: 1.34 0.00 -0.48 0.00 -0.14 -0.54 0.09 -0.18

3.
This record from the OMol25 dataset describes C17H29F9GaO5P2S as an isolated structure at a distorted geometry. The level of theory is wB97M-V/def2-TZVPD.

```
! wB97M-V def2-TZVPD RIJCOSX def2/J DEFGRID3
* xyz -1 1
C 1.6475 1.5027 3.4107
C 2.1644 0.0804 3.1654
P 1.5288 -0.7598 1.6122
C 3.0792 -1.5690 0.9416
C 2.8252 -3.0365 0.5475
Ga 1.1498 0.9316 0.0138
C 2.6479 2.2838 -0.1285
C 2.3012 3.7616 -0.3131
C 1.4266 3.9998 -1.5572
C 1.4791 5.4274 -2.0288
O 1.7978 5.8030 -3.1136
O 1.0704 6.3380 -1.0898
P 0.7790 -0.0702 -2.0911
C 2.4524 -0.7632 -2.5148
C -0.1597 -1.6336 -1.6972
S -0.8593 1.9596 0.8156
O -1.3618 1.2620 1.9875
O -0.7045 3.4071 0.9001
C -2.2397 1.7470 -0.4700
F -2.0226 2.6500 -1.4352
F -2.1074 0.5127 -1.0143
C -3.7028 1.9078 0.0114
F -4.4534 2.4462 -0.9718
F -3.7282 2.7566 1.0520
C -4.4418 0.6120 0.4853
F -3.7905 0.0644 1.5080
F -5.6477 1.0307 0.9191
C -4.7077 -0.5175 -0.5760
F -3.7928 -1.4859 -0.4907
F -5.9100 -1.0702 -0.3395
F -4.7138 -0.0405 -1.8245
H 1.6408 2.1005 2.4948
H 2.2824 2.0295 4.1321
H 0.6314 1.4915 3.8079
H 1.8490 -0.5498 4.0032
H 3.2597 0.0707 3.1585
H 3.8218 -1.5069 1.7434
H 3.5055 -1.0174 0.0981
H 3.4526 -3.3513 -0.2941
H 1.7818 -3.1747 0.2574
H 3.0418 -3.7040 1.3856
H 3.2367 1.9671 -0.9996
H 3.2852 2.1499 0.7520
H 1.7939 4.1482 0.5791
H 3.2267 4.3484 -0.4312
H 0.3832 3.7751 -1.3188
H 1.7465 3.3613 -2.3835
H 1.4203 6.0832 -0.2255
H 2.6836 -1.6624 -1.9382
H 2.4587 -1.0290 -3.5751
H 3.2393 -0.0261 -2.3349
H -0.3958 -1.7113 -0.6340
H 0.4175 -2.5140 -1.9873
H -1.0995 -1.6338 -2.2562
C -2.1769 -4.7802 1.2961
C -1.3540 -4.7539 0.0297
O -0.1981 -4.4098 0.0350
C -2.0609 -5.1491 -1.2466
H -1.5620 -4.4600 2.1336
H -3.0322 -4.1087 1.1965
H -2.5603 -5.7869 1.4764
H -2.9128 -4.4881 -1.4179
H -2.4404 -6.1700 -1.1668
H -1.3709 -5.0761 -2.0837
*
```

Properties
Orbital gap   6.73 eV
LUMO   0.0924 Eh
Largest force on an atom   1.15 eV Å⁻¹

Results of the Löwdin charge analysis, in e, for atoms 1 through 8: -0.18 -0.49 0.83 -0.50 -0.19 0.15 -0.29 -0.29

4.
This record from the OMol25 dataset describes a 4-piece molecular cluster, C17H29N3O8 overall at a distorted geometry. The level of theory is wB97M-V/def2-TZVPD.

```
! wB97M-V def2-TZVPD RIJCOSX def2/J DEFGRID3
* xyz 0 1
C 0.5299 -1.1534 1.9593
C -0.8476 -0.7424 1.4608
O -1.4127 -1.4195 0.6707
O -1.2913 0.4145 1.9525
C -2.6615 0.6982 1.6149
C -3.5768 0.0085 2.6602
C -4.9019 -0.4455 2.1169
C -5.3354 -1.6845 2.2069
C -6.7105 -1.7526 1.5882
O -7.3665 -2.6456 1.2730
O -7.1188 -0.4347 1.4725
C -5.9941 0.3531 1.4206
O -5.9378 1.4081 0.9572
H 0.6953 -2.2143 1.7615
H 1.3200 -0.6045 1.4329
H 0.6347 -0.9765 3.0347
H -2.7866 1.7775 1.7460
H -2.9252 0.4843 0.5774
H -3.0741 -0.8543 3.1104
H -3.7544 0.7201 3.4772
H -4.7911 -2.5037 2.6565
C 0.8574 -4.3845 -1.0856
N 1.9700 -3.5029 -0.7814
C 3.2911 -3.7020 -1.0258
C 3.6894 -4.9923 -1.6985
O 4.1122 -2.8548 -0.7055
H 0.1619 -3.8643 -1.7455
H 0.3388 -4.6361 -0.1591
H 1.1900 -5.2981 -1.5671
H 1.7729 -2.6225 -0.3313
H 4.7683 -5.0079 -1.8268
H 3.4007 -5.8456 -1.0833
H 3.2221 -5.0677 -2.6812
C -5.1512 6.0799 -0.5934
N -4.6495 5.0905 0.3418
C -3.4656 4.4314 0.3085
C -2.5253 4.7386 -0.8298
O -3.1881 3.6184 1.1801
H -5.3439 7.0107 -0.0574
H -6.0877 5.7203 -1.0227
H -4.4438 6.2706 -1.3934
H -5.2297 4.8368 1.1267
H -1.6266 4.1375 -0.7211
H -2.9931 4.4938 -1.7842
H -2.2420 5.7917 -0.8139
C 8.5514 0.0760 -1.0906
N 7.8235 0.5975 -2.2313
C 6.4990 0.4541 -2.5197
C 5.6594 -0.3401 -1.5513
O 6.0327 0.9583 -3.5297
H 8.9941 0.9078 -0.5388
H 9.3519 -0.5761 -1.4455
H 7.9039 -0.4864 -0.4262
H 8.3289 1.1377 -2.9159
H 4.6342 -0.3721 -1.9060
H 6.0285 -1.3621 -1.4779
H 5.6708 0.1313 -0.5673
*
```

Properties
Orbital gap   8.94 eV
LUMO   -0.0076 Eh
Structure (SMILES)   CC(=O)OCCC1=CC(=O)OC1=O.CNC(C)=O.CNC(C)=O.CNC(C)=O
ΔE to the lowest compared entry with this formula, charge and spin   1.697 eV
Largest force on an atom   3.74 eV Å⁻¹

Results of the Löwdin charge analysis, in e, for atoms 1 through 8: 0.02 -0.57 0.11 0.02 -0.14 -0.07 -0.10 0.10

5.
This record from the OMol25 dataset describes a 3-piece molecular cluster, C17H29N4O6 overall at a distorted geometry. The level of theory is wB97M-V/def2-TZVPD.

```
! wB97M-V def2-TZVPD RIJCOSX def2/J DEFGRID3
* xyz 1 1
C -1.1738 2.2907 -3.2900
C -2.6552 2.6195 -3.0136
C -3.5735 1.4197 -3.1633
O -3.8923 1.0047 -4.2500
O -4.0828 0.7893 -2.0182
C -3.1090 -0.0665 -1.4214
C -2.3682 0.6841 -0.3099
N -1.8484 -0.1629 0.7632
C -2.1381 0.2633 2.1476
C -1.5800 1.6911 2.3925
C -1.1160 -1.2353 0.5680
N -0.5958 -2.0673 1.4899
C 0.0444 -3.0132 0.8614
N -0.0047 -2.8286 -0.4528
N -0.7372 -1.7143 -0.6446
H -1.0799 1.3215 -3.7773
H -0.5685 2.2551 -2.3850
H -0.7455 3.0739 -3.9038
H -2.8260 3.0607 -2.0325
H -2.9864 3.3316 -3.7607
H -2.4133 -0.3469 -2.2232
H -3.5624 -0.9924 -1.0759
H -1.5549 1.3075 -0.6786
H -3.0915 1.3565 0.1400
H -1.6358 -0.3932 2.8447
H -3.2121 0.2546 2.3029
H -2.3938 2.3985 2.2471
H -0.8040 1.9409 1.6733
H -1.1846 1.7886 3.3965
H 0.5460 -3.8424 1.3232
H 0.3987 -3.3554 -1.2411
H -0.8810 -1.4090 -1.5929
O -0.3792 3.2813 4.5396
C 0.5928 2.8111 5.0582
O 1.3214 1.8231 4.4850
C 2.3587 1.3899 5.3883
C 2.5687 2.5564 6.3414
C 1.1694 3.1627 6.4130
H 2.0147 0.4897 5.9016
H 3.2512 1.1490 4.8159
H 2.9725 2.2544 7.3052
H 3.2583 3.2765 5.8990
H 0.5573 2.6934 7.1846
H 1.1881 4.2391 6.5549
O 1.2853 -4.2095 -2.4249
C 2.0098 -3.8667 -3.3335
O 1.6265 -3.9211 -4.6049
C 2.7272 -3.5630 -5.4736
C 3.6639 -2.7470 -4.5975
C 3.4373 -3.3789 -3.2260
H 3.1872 -4.4819 -5.8381
H 2.3442 -3.0021 -6.3212
H 4.6973 -2.7721 -4.9343
H 3.3423 -1.7045 -4.5796
H 4.0869 -4.2390 -3.0558
H 3.5438 -2.6652 -2.4129
*
```

Properties
Orbital gap   9.62 eV
LUMO   -0.0930 Eh
Largest force on an atom   1.67 eV Å⁻¹

Results of the Löwdin charge analysis, in e, for atoms 1 through 8: -0.07 -0.13 -0.45 0.16 -0.02 -0.15 -0.09 -0.04

6.
This record from the OMol25 dataset describes C17H29N4ORuS2 as an isolated structure. The level of theory is wB97M-V/def2-TZVPD.

```
! wB97M-V def2-TZVPD RIJCOSX def2/J DEFGRID3
* xyz 2 6
Ru -0.3533 0.2802 0.2577
N 0.3461 0.4166 2.4795
C 1.6747 1.0649 2.5627
C 2.6566 0.3120 1.6875
N 2.1188 0.1174 0.3241
C 2.7190 0.9261 -0.7451
C 2.0191 0.5736 -2.0420
N 0.5597 0.8034 -1.9095
H -0.3209 0.8774 3.0918
H 0.4023 -0.5569 2.7748
H 2.0481 1.0931 3.5868
H 1.5614 2.0936 2.2269
H 2.8434 -0.6705 2.1246
H 3.6111 0.8407 1.6670
H 2.2435 -0.8583 0.0734
H 3.7934 0.7547 -0.8433
H 2.5774 1.9822 -0.5160
H 2.1709 -0.4848 -2.2617
H 2.4447 1.1441 -2.8667
H 0.0585 0.3608 -2.6740
H 0.3535 1.7970 -1.9846
S -4.4355 2.2123 0.1348
C -4.7104 0.5226 0.0803
C -3.5561 -0.1844 0.0704
C -2.3943 0.6540 0.1186
C -2.7464 1.9945 0.1630
C -1.7931 3.1037 0.2438
C -2.1713 4.4390 0.2404
C -1.2044 5.4220 0.3266
C 0.1303 5.0517 0.4128
C 0.4318 3.7062 0.4076
N -0.4969 2.7440 0.3253
H -5.7215 0.1437 0.0577
H -3.5409 -1.2652 0.0466
H -3.2183 4.7038 0.1698
H -1.4862 6.4667 0.3264
H 0.9212 5.7851 0.4829
H 1.4630 3.3866 0.4752
C 1.6321 -4.5773 1.0954
C 0.4018 -4.5161 0.2004
S 0.2935 -2.9286 -0.6117
O 0.0483 -1.9289 0.5447
C -1.2830 -3.1224 -1.4737
C -1.0827 -3.6655 -2.8822
H 1.7640 -5.5954 1.4567
H 1.5197 -3.9240 1.9587
H 2.5379 -4.2996 0.5538
H -0.5304 -4.6541 0.7497
H 0.4527 -5.2373 -0.6200
H -1.7077 -2.1169 -1.4686
H -1.9185 -3.7663 -0.8648
H -0.4061 -3.0405 -3.4663
H -2.0412 -3.7019 -3.3969
H -0.6795 -4.6787 -2.8713
*
```

Properties
Orbital gap (alpha / beta)   8.24 / 6.30 eV
LUMO (alpha / beta)   -0.1994 / -0.2849 Eh
ΔE to the lowest compared entry with this formula, charge and spin   0.432 eV
Largest force on an atom   0.63 eV Å⁻¹

Results of the Löwdin charge analysis, in e, for atoms 1 through 8: 1.52 -0.04 -0.22 -0.18 -0.14 -0.20 -0.21 -0.04